A molecular structure, C17H26IIrN6OP. Source: the Open Molecules 2025 dataset; level of theory: ωB97M-V with the def2-TZVPD basis set.

Last column: Löwdin charge in e.
CARTESIAN COORDINATES (ANGSTROEM)
1 Ir 0.29 0.86 -0.94  1.27
2 C 0.99 -1.33 4.18  0.01
3 N 0.70 -0.31 3.18  -0.11
4 C 0.27 0.96 3.45  -0.01
5 C 0.10 1.58 2.24  -0.08
6 N 0.42 0.71 1.25  -0.07
7 C 0.78 -0.44 1.84  -0.44
8 P 1.22 -1.98 0.96  1.21
9 C 2.36 -1.21 -0.23  -0.43
10 N 2.10 -0.11 -0.93  -0.13
11 C 3.25 0.25 -1.58  -0.10
12 C 4.22 -0.66 -1.27  0.00
13 N 3.65 -1.56 -0.41  -0.10
14 C 4.33 -2.70 0.19  0.01
15 C -0.20 -1.98 -0.17  -0.42
16 N -0.60 -0.93 -0.88  -0.10
17 C -1.75 -1.28 -1.55  -0.06
18 C -2.03 -2.57 -1.24  0.00
19 N -1.06 -3.00 -0.38  -0.10
20 C -0.98 -4.34 0.21  0.01
21 H 0.83 -0.90 5.16  0.10
22 H 2.03 -1.65 4.10  0.10
23 H 0.33 -2.19 4.06  0.10
24 H 0.14 1.32 4.45  0.14
25 H -0.22 2.59 2.04  0.11
26 H 3.32 1.12 -2.21  0.05
27 H 5.25 -0.73 -1.57  0.14
28 H 5.37 -2.69 -0.15  0.10
29 H 3.87 -3.63 -0.14  0.10
30 H 4.31 -2.63 1.27  0.10
31 H -2.27 -0.59 -2.18  0.12
32 H -2.83 -3.22 -1.56  0.14
33 H -1.80 -4.93 -0.19  0.10
34 H -1.07 -4.28 1.29  0.10
35 H -0.04 -4.81 -0.06  0.10
36 C -3.41 2.31 0.38  -0.01
37 C -2.40 2.73 -0.68  -0.65
38 C -1.72 4.04 -0.33  -0.03
39 C -3.03 2.79 -2.07  0.00
40 O -1.44 1.66 -0.78  -0.31
41 H -4.18 3.08 0.47  0.11
42 H -2.93 2.19 1.35  0.08
43 H -3.89 1.38 0.11  0.09
44 H -2.47 4.83 -0.26  0.11
45 H -1.00 4.33 -1.10  0.04
46 H -1.22 3.98 0.63  0.07
47 H -3.81 3.55 -2.06  0.11
48 H -3.50 1.84 -2.33  0.09
49 H -2.29 3.06 -2.83  0.08
50 I 1.23 2.96 -2.79  1.01
51 C 0.36 1.02 -2.96  -0.75
52 H 1.03 0.35 -3.50  0.00
53 H -0.59 1.11 -3.47  -0.01

## Properties
- M (Da) = 680.531
- orbital gap (alpha / beta) (eV) = 8.8 / 7.3
- total charge = +2
- relative energy (zero: lowest compared OMol25 entry of this formula, charge and spin) (kJ/mol) = 0.0
- E_tot (eV) = -49253.629
- highest occupied orbital energy (alpha / beta) (eV) = -15.091 / -15.009
- multiplicity = 2

A molecular structure, C17H26IN4O3PSTl at a distorted geometry. Source: the Open Molecules 2025 dataset; level of theory: ωB97M-V with the def2-TZVPD basis set.

Last column: Löwdin charge in e.
CARTESIAN COORDINATES (ANGSTROEM)
1 Tl 0.60 -0.45 -0.75  0.76
2 C -2.26 -3.60 2.93  -0.09
3 O -1.58 -2.56 3.61  -0.07
4 C -0.79 -1.78 2.78  -0.58
5 O -0.68 -1.99 1.61  0.02
6 N -0.22 -0.81 3.53  -0.01
7 N 0.58 0.25 3.08  0.03
8 H -2.86 -4.11 3.69  0.08
9 H -1.55 -4.29 2.48  0.09
10 H -2.90 -3.19 2.15  0.09
11 H -0.46 -0.78 4.51  0.13
12 H 1.40 -0.09 2.55  -0.04
13 H 0.08 0.82 2.40  0.03
14 C -4.02 2.36 0.20  -0.08
15 C -3.86 1.17 0.93  -0.08
16 C -2.80 0.35 0.64  -0.13
17 N -1.91 0.59 -0.33  0.03
18 C -2.08 1.72 -1.03  -0.16
19 C -3.10 2.62 -0.81  -0.08
20 H -4.84 3.04 0.41  0.09
21 H -4.55 0.93 1.73  0.09
22 H -2.65 -0.58 1.18  0.09
23 H -1.36 1.87 -1.82  0.07
24 H -3.19 3.51 -1.43  0.10
25 C 0.52 0.52 -2.95  -0.33
26 H -0.45 0.41 -3.46  -0.17
27 H 1.24 -0.03 -3.59  -0.15
28 S 3.76 0.59 0.09  0.40
29 C 2.54 -0.04 0.93  -0.81
30 C 2.61 3.88 1.11  -0.19
31 P 1.10 3.36 0.20  0.53
32 C 1.66 2.99 -1.49  -0.24
33 C 0.08 4.90 0.10  -0.18
34 O 0.36 2.30 0.90  -0.40
35 H 3.08 4.74 0.66  0.04
36 H 3.29 3.03 1.08  -0.02
37 H 2.36 4.07 2.15  0.04
38 H 1.80 3.90 -2.07  0.04
39 H 1.00 2.25 -2.00  -0.05
40 H 2.62 2.48 -1.38  -0.01
41 H 0.59 5.71 -0.43  0.03
42 H -0.16 5.21 1.11  0.04
43 H -0.85 4.65 -0.42  0.02
44 I 3.78 -6.03 -5.35  -0.50
45 C 2.56 -4.53 -2.95  -0.15
46 C 1.86 -5.54 -2.32  -0.17
47 C 0.83 -5.22 -1.44  -0.10
48 C 0.56 -3.89 -1.20  -0.19
49 N 1.24 -2.91 -1.78  -0.03
50 C 2.20 -3.23 -2.65  -0.17
51 H 2.11 -6.58 -2.51  0.06
52 H 0.24 -6.00 -0.95  0.09
53 H -0.21 -3.58 -0.50  0.08
54 H 2.70 -2.38 -3.11  0.10

## Properties
- M (Da) = 728.748
- orbital gap (alpha / beta) (eV) = 3.4 / 3.4
- total charge = -2
- relative energy (zero: lowest compared OMol25 entry of this formula, charge and spin) (kJ/mol) = 90.6
- E_tot (eV) = -63065.962
- highest occupied orbital energy (alpha / beta) (eV) = 0.607 / 0.620
- multiplicity = 2